Record 1
{
  "formula": "C34H97N13O17",
  "method": "ωB97M-V with the def2-TZVPD basis set",
  "species": ["C", "O", "C", "C", "N", "C", "C", "O", "C", "H", "H", "H", "H", "H", "H", "H", "H", "H", "H", "H", "H", "H", "H", "H", "C", "O", "C", "C", "N", "C", "C", "O", "C", "H", "H", "H", "H", "H", "H", "H", "H", "H", "H", "H", "H", "H", "H", "H", "C", "O", "C", "C", "N", "C", "C", "O", "C", "H", "H", "H", "H", "H", "H", "H", "H", "H", "H", "H", "H", "H", "H", "H", "C", "O", "C", "C", "N", "C", "C", "O", "C", "H", "H", "H", "H", "H", "H", "H", "H", "H", "H", "H", "H", "H", "H", "H", "C", "O", "C", "C", "N", "C", "C", "O", "C", "H", "H", "H", "H", "H", "H", "H", "H", "H", "H", "H", "H", "H", "H", "H", "N", "C", "N", "O", "H", "H", "H", "H", "N", "C", "N", "O", "H", "H", "H", "H", "N", "C", "N", "O", "H", "H", "H", "H", "N", "C", "N", "O", "H", "H", "H", "H", "O", "H", "H", "O", "H", "H", "O", "H", "H"],
  "positions_angstrom": [[-0.74, -3.81, 0.65], [-0.64, -5.03, -0.08], [-0.97, -6.22, 0.66], [-1.00, -7.46, -0.22], [0.35, -8.05, -0.39], [0.44, -8.87, -1.59], [-0.32, -10.21, -1.42], [-1.39, -10.34, -2.34], [-1.07, -10.32, -3.71], [-0.43, -3.91, 1.69], [-1.80, -3.54, 0.67], [-0.19, -2.99, 0.19], [-1.97, -6.11, 1.09], [-0.25, -6.43, 1.45], [-1.55, -7.34, -1.16], [-1.60, -8.23, 0.25], [1.01, -7.29, -0.42], [1.48, -9.11, -1.81], [0.08, -8.21, -2.38], [-0.62, -10.45, -0.40], [0.42, -11.00, -1.55], [-0.64, -9.36, -4.01], [-1.99, -10.53, -4.24], [-0.41, -11.17, -3.92], [5.99, -0.81, 6.34], [5.50, -1.68, 7.36], [4.81, -2.87, 6.93], [3.60, -2.67, 6.01], [2.60, -1.77, 6.51], [1.82, -1.07, 5.48], [0.94, -2.03, 4.66], [1.60, -2.76, 3.65], [1.90, -2.06, 2.44], [5.24, -0.57, 5.59], [6.92, -1.13, 5.86], [6.24, 0.11, 6.88], [4.48, -3.22, 7.91], [5.50, -3.47, 6.34], [3.04, -3.61, 5.93], [3.93, -2.38, 5.01], [3.11, -1.14, 7.11], [2.49, -0.53, 4.81], [1.08, -0.56, 6.10], [0.06, -1.46, 4.34], [0.61, -2.90, 5.22], [0.97, -1.64, 2.03], [2.42, -2.55, 1.62], [2.51, -1.19, 2.70], [3.65, 2.92, -6.15], [3.96, 3.01, -4.77], [4.21, 1.74, -4.21], [4.56, 1.93, -2.73], [3.33, 2.16, -1.95], [3.60, 2.62, -0.55], [4.48, 1.63, 0.30], [4.63, 2.13, 1.63], [3.46, 2.01, 2.41], [2.90, 2.17, -6.41], [4.51, 2.71, -6.78], [3.25, 3.90, -6.40], [5.15, 1.45, -4.68], [3.44, 1.02, -4.49], [5.29, 2.72, -2.52], [5.12, 1.07, -2.36], [2.74, 2.88, -2.36], [2.60, 2.66, -0.14], [4.09, 3.60, -0.62], [5.44, 1.72, -0.21], [4.16, 0.59, 0.28], [3.64, 2.63, 3.30], [3.31, 0.99, 2.77], [2.52, 2.44, 2.06], [-8.65, -0.41, -4.00], [-7.95, -0.21, -5.26], [-7.04, 0.85, -5.25], [-5.61, 0.44, -4.71], [-4.89, -0.14, -5.85], [-3.50, -0.51, -5.57], [-2.57, 0.63, -5.05], [-2.82, 0.94, -3.71], [-2.61, -0.16, -2.78], [-8.99, -1.44, -4.13], [-9.55, 0.20, -3.99], [-8.08, -0.37, -3.07], [-7.49, 1.67, -4.69], [-7.09, 1.17, -6.30], [-5.73, -0.34, -3.96], [-5.19, 1.34, -4.26], [-5.38, -0.99, -6.10], [-2.99, -0.94, -6.43], [-3.56, -1.36, -4.89], [-2.86, 1.42, -5.74], [-1.51, 0.42, -5.21], [-2.43, 0.24, -1.78], [-1.70, -0.72, -2.99], [-3.50, -0.79, -2.76], [1.78, 7.50, 4.70], [2.63, 6.35, 4.73], [1.83, 5.18, 4.57], [1.11, 5.13, 3.21], [1.96, 5.49, 2.10], [1.29, 5.28, 0.86], [0.29, 6.43, 0.53], [-0.95, 6.02, -0.07], [-1.85, 5.74, 0.97], [1.27, 7.60, 3.74], [2.41, 8.38, 4.89], [1.10, 7.37, 5.53], [1.10, 5.13, 5.37], [2.41, 4.27, 4.77], [0.15, 5.63, 3.15], [0.82, 4.08, 3.09], [2.82, 4.96, 2.15], [0.75, 4.33, 0.81], [2.07, 5.27, 0.10], [0.79, 7.04, -0.23], [0.15, 7.19, 1.30], [-2.20, 6.72, 1.32], [-1.42, 5.16, 1.78], [-2.74, 5.28, 0.55], [-0.09, 1.90, -0.71], [-0.94, 1.64, 0.28], [-1.07, 0.39, 0.64], [-1.47, 2.55, 0.92], [0.29, 2.82, -0.86], [0.43, 1.18, -1.19], [-1.51, 0.21, 1.53], [-0.51, -0.31, 0.16], [-6.72, -1.49, 0.39], [-5.75, -0.94, -0.37], [-4.68, -0.66, 0.32], [-5.94, -0.63, -1.55], [-6.65, -1.61, 1.38], [-7.64, -1.66, 0.02], [-3.88, -0.35, -0.20], [-4.60, -0.97, 1.27], [0.76, 3.96, -4.08], [0.93, 4.64, -2.92], [-0.14, 5.36, -2.53], [1.89, 4.47, -2.20], [1.57, 3.47, -4.42], [-0.06, 4.23, -4.60], [-0.30, 5.69, -1.58], [-0.86, 5.41, -3.23], [2.24, -2.81, -1.31], [1.88, -1.52, -1.44], [2.75, -0.95, -2.27], [0.94, -0.97, -0.89], [3.00, -3.17, -1.85], [1.72, -3.35, -0.63], [2.58, 0.05, -2.31], [3.48, -1.49, -2.67], [-2.67, -1.75, 2.38], [-3.27, -2.22, 2.97], [-2.99, -0.84, 2.38], [-3.54, 0.96, 2.89], [-3.55, 1.83, 2.47], [-2.92, 1.06, 3.62], [-1.76, 3.64, 3.39], [-2.69, 3.87, 3.50], [-1.72, 3.14, 2.56]],
  "lowdin_charge": [-0.1026, -0.1967, -0.2033, -0.2019, -0.0833, -0.2073, -0.2047, -0.1992, -0.1136, 0.0857, 0.0774, 0.0518, 0.1195, 0.1245, 0.1215, 0.1128, 0.0980, 0.1138, 0.1050, 0.1226, 0.1079, 0.0773, 0.0901, 0.0894, -0.1038, -0.2061, -0.1817, -0.2432, -0.0757, -0.1765, -0.2175, -0.2050, -0.0860, 0.0726, 0.0851, 0.0881, 0.1267, 0.1199, 0.1201, 0.1071, 0.1012, 0.0998, 0.1202, 0.1110, 0.1292, 0.0711, 0.0792, 0.0580, -0.1141, -0.1989, -0.2306, -0.2005, -0.0746, -0.1718, -0.1892, -0.1689, -0.1074, 0.0859, 0.0880, 0.0902, 0.1200, 0.1162, 0.1245, 0.1025, 0.0462, 0.0802, 0.1246, 0.1071, 0.1182, 0.0828, 0.0665, 0.0737, -0.0879, -0.2126, -0.2227, -0.1631, -0.0713, -0.2261, -0.2191, -0.2027, -0.0755, 0.0816, 0.0802, 0.0670, 0.1095, 0.1164, 0.0936, 0.1148, 0.1079, 0.1095, 0.1020, 0.1197, 0.1116, 0.0557, 0.0909, 0.0679, -0.0970, -0.1898, -0.2019, -0.2356, -0.0455, -0.2074, -0.1709, -0.2345, -0.1074, 0.0713, 0.0888, 0.0870, 0.1149, 0.1088, 0.0994, 0.1016, 0.1097, 0.1040, 0.0999, 0.1206, 0.1196, 0.0959, 0.0479, 0.0986, 0.2166, -0.6905, 0.2068, -0.0068, 0.0838, 0.0795, 0.0792, 0.0650, 0.1525, -0.7090, 0.1893, 0.0200, 0.0976, 0.1068, 0.0945, 0.0723, 0.1829, -0.6663, 0.1950, 0.0068, 0.0827, 0.1015, 0.0589, 0.1021, 0.1727, -0.6850, 0.1766, 0.0120, 0.1036, 0.0878, 0.0762, 0.1077, -0.0587, 0.0526, -0.0369, -0.0474, 0.0418, 0.0577, -0.0745, 0.0425, -0.0247],
  "e_lumo_ev": 0.07,
  "e_above_lowest_kcal_mol": 9.8,
  "gap_ev": 8.16,
  "smiles": "COCCNCCOC.COCCNCCOC.COCCNCCOC.COCCNCCOC.COCCNCCOC.NC(N)=O.NC(N)=O.NC(N)=O.NC(N)=O.O.O.O"
}

---

Record 2
{
  "formula": "C7H13N3O4",
  "method": "ωB97M-V with the def2-TZVPD basis set",
  "species": ["C", "C", "C", "C", "C", "C", "C", "H", "H", "H", "H", "H", "H", "H", "H", "H", "H", "H", "H", "H", "N", "N", "N", "O", "O", "O", "O"],
  "positions_angstrom": [[0.49, 1.57, -0.72], [-0.71, 1.41, 0.15], [1.35, 0.20, -1.09], [1.95, -0.08, 0.29], [3.03, -1.18, 0.22], [-2.55, 0.12, 0.57], [-3.15, -1.03, -0.06], [2.16, 2.78, -0.89], [1.11, 3.32, 0.46], [0.08, 2.03, -1.57], [2.35, 0.38, -1.72], [0.68, -0.68, -1.41], [1.19, -0.60, 0.93], [2.32, 0.96, 0.47], [2.90, -1.40, 2.16], [4.00, -2.66, 1.41], [-0.57, -0.69, -0.30], [-3.03, 1.03, -0.01], [-2.64, 0.23, 1.75], [-4.83, -2.25, 0.02], [1.55, 2.49, -0.16], [3.70, -1.36, 1.34], [-1.16, 0.20, -0.01], [-1.23, 2.33, 0.74], [3.51, -1.63, -0.84], [-2.46, -1.60, -0.93], [-4.43, -1.33, 0.33]],
  "lowdin_charge": [-0.2522, -0.5730, -0.1119, -0.1772, -0.6318, -0.0685, -0.4951, 0.0664, 0.1565, 0.1225, 0.1614, 0.1224, 0.1211, 0.1024, 0.1434, 0.2545, 0.1710, 0.1863, 0.1876, 0.1954, -0.0079, 0.0679, 0.0618, 0.0715, 0.0068, 0.0586, 0.0600],
  "e_lumo_ev": 0.26,
  "e_above_lowest_kcal_mol": 133.5,
  "gap_ev": 9.49
}

---

Record 3
{
  "formula": "C4H13N2O",
  "method": "ωB97M-V with the def2-TZVPD basis set",
  "species": ["C", "C", "O", "N", "H", "H", "H", "H", "H", "C", "C", "N", "H", "H", "H", "H", "H", "H", "H", "H"],
  "positions_angstrom": [[-2.11, -1.37, 1.59], [-0.75, -0.74, 1.97], [-0.34, 0.21, 1.31], [-0.30, -1.17, 3.22], [-2.17, -2.46, 1.84], [-2.26, -0.99, 0.53], [0.26, -0.54, 3.77], [-0.85, -1.75, 3.76], [-2.84, -0.95, 2.25], [1.32, 0.73, -1.30], [1.86, 1.69, -2.32], [-0.07, 0.22, -1.73], [1.92, -0.17, -1.28], [1.30, 1.19, -0.29], [1.42, 2.75, -2.39], [1.89, 1.22, -3.34], [-0.78, 0.25, -0.97], [-0.45, 0.67, -2.48], [-0.05, -0.71, -1.99], [3.00, 1.92, -2.11]],
  "lowdin_charge": [-0.0065, -0.5171, 0.0002, 0.1727, 0.0990, 0.0866, 0.1099, 0.0696, 0.0753, -0.1870, -0.1102, 0.2239, 0.1247, 0.1285, 0.1111, 0.0881, 0.1513, 0.1198, 0.1307, 0.1294],
  "e_lumo_ev": -3.21,
  "e_above_lowest_kcal_mol": 33.3,
  "charge": 1,
  "gap_ev": 10.48
}

---

Record 4
{
  "formula": "C7H7Cl3NO2",
  "method": "ωB97M-V with the def2-TZVPD basis set",
  "species": ["C", "C", "C", "C", "C", "C", "C", "N", "O", "O", "Cl", "Cl", "Cl", "H", "H", "H", "H", "H", "H", "H"],
  "positions_angstrom": [[-0.07, -0.22, -0.10], [-0.67, -0.67, -1.19], [1.67, 1.12, -1.08], [-0.04, -0.36, -2.45], [1.24, 0.65, -2.36], [0.29, -1.12, 2.08], [-1.09, 0.93, 1.73], [-0.69, -0.37, 1.22], [2.18, 1.80, -0.32], [-0.40, -0.72, -3.50], [-2.07, -1.86, -1.21], [2.59, -0.31, -3.01], [0.80, 2.13, -3.27], [-0.27, -1.23, 3.08], [0.53, -2.03, 1.76], [1.21, -0.41, 2.04], [-0.18, 1.61, 2.00], [-1.62, 1.38, 0.92], [-1.94, 0.88, 2.46], [-1.47, -1.16, 1.18]],
  "lowdin_charge": [-0.0715, -0.5118, -0.2023, -0.5253, -1.0376, 0.0245, -0.0118, -0.2507, 0.2801, 0.1435, 0.6817, 0.7957, 0.7860, 0.1460, 0.0508, 0.1410, 0.1569, 0.0870, 0.1315, 0.1861],
  "e_lumo_ev": -4.80,
  "e_above_lowest_kcal_mol": 60.0,
  "charge": 1,
  "gap_ev": 9.13
}

---

Record 5
{
  "formula": "C38H50BF2NO12",
  "method": "ωB97M-V with the def2-TZVPD basis set",
  "species": ["C", "C", "C", "C", "N", "C", "C", "F", "C", "C", "C", "C", "C", "O", "C", "C", "C", "C", "C", "C", "C", "C", "C", "C", "O", "C", "C", "C", "C", "O", "F", "C", "B", "O", "O", "C", "C", "C", "C", "C", "C", "C", "C", "C", "C", "C", "C", "O", "H", "H", "H", "H", "H", "H", "H", "H", "H", "H", "H", "H", "H", "H", "H", "H", "H", "H", "H", "H", "H", "H", "H", "H", "H", "H", "H", "H", "H", "H", "H", "H", "H", "H", "H", "H", "H", "H", "O", "H", "H", "O", "H", "H", "O", "H", "H", "O", "H", "H", "O", "H", "H", "O", "H", "H"],
  "positions_angstrom": [[-0.09, 3.33, 2.17], [0.28, 1.76, 2.47], [-0.19, 1.20, 3.93], [0.96, 0.38, 4.76], [0.86, -1.15, 4.60], [1.35, -1.39, 3.16], [2.92, -1.26, 2.68], [3.97, -0.91, 3.68], [3.23, -1.51, 1.06], [2.02, -1.87, -0.04], [2.42, -2.04, -1.62], [3.79, -1.19, -2.06], [3.70, -1.03, -3.72], [5.04, -1.93, -1.74], [6.16, -0.99, -1.50], [7.65, -1.60, -1.81], [8.33, -2.92, -1.08], [9.87, -3.45, -1.43], [10.83, -2.68, -2.56], [10.14, -1.38, -3.31], [8.60, -0.85, -2.95], [0.47, -1.99, 0.47], [0.13, -1.75, 2.07], [-1.47, -1.89, 2.54], [-1.76, -2.53, 3.67], [-2.56, -1.24, 1.49], [-3.87, -0.43, 2.06], [-4.14, -0.29, 3.70], [-5.11, -1.50, 4.29], [-4.58, -2.63, 4.82], [-6.61, -1.43, 4.33], [-4.90, 0.25, 0.96], [-6.22, 1.13, 1.40], [-7.26, 0.73, 2.37], [-6.36, 2.48, 0.79], [-5.39, 3.43, 1.42], [-4.57, 0.05, -0.65], [-3.24, -0.78, -1.23], [-2.92, -0.91, -2.86], [-4.08, -0.13, -3.78], [-5.37, -0.97, -4.42], [-6.53, -0.20, -5.29], [-6.50, 1.44, -5.61], [-5.21, 2.28, -4.96], [-4.03, 1.52, -4.06], [-2.22, -1.45, -0.14], [-0.83, -2.30, -0.53], [-0.78, -3.19, -1.55], [-1.21, 3.39, 1.86], [0.53, 3.64, 1.20], [0.23, 4.09, 3.01], [1.43, 1.55, 2.27], [-0.31, 1.12, 1.65], [-0.50, 2.14, 4.60], [-1.19, 0.54, 3.88], [2.06, 0.76, 4.59], [0.73, 0.57, 5.92], [1.60, -1.51, 5.26], [4.36, -1.39, 0.72], [2.63, -3.18, -1.82], [1.56, -1.66, -2.33], [3.86, -0.16, -1.51], [3.46, -2.06, -4.22], [4.70, -0.61, -4.19], [2.80, -0.31, -4.02], [6.15, -0.64, -0.36], [6.00, 0.01, -2.13], [7.68, -3.49, -0.27], [10.36, -4.38, -0.89], [11.94, -3.02, -2.81], [10.83, -0.84, -4.12], [8.25, 0.10, -3.57], [-3.12, -0.39, 4.29], [-4.57, 0.78, 3.99], [-8.13, 0.50, 1.93], [-5.95, 4.37, 1.88], [-4.73, 3.88, 0.53], [-4.74, 2.91, 2.25], [-5.36, 0.55, -1.39], [-1.91, -0.36, -3.13], [-2.77, -2.03, -3.18], [-5.39, -2.12, -4.17], [-7.43, -0.85, -5.71], [-7.36, 1.97, -6.25], [-5.21, 3.44, -5.18], [-3.17, 2.21, -3.62], [7.99, -5.18, 1.23], [8.70, -5.84, 1.35], [7.22, -5.59, 1.65], [-1.96, 1.15, -6.91], [-2.05, 2.11, -7.06], [-2.64, 0.96, -6.24], [6.43, 1.12, 4.69], [6.12, 1.37, 5.57], [5.66, 0.67, 4.29], [-7.26, 3.86, -3.02], [-7.57, 3.72, -2.12], [-6.78, 3.05, -3.24], [2.64, 2.05, 6.54], [2.55, 3.00, 6.39], [1.96, 1.85, 7.21], [-8.11, 5.07, -0.59], [-8.19, 6.03, -0.74], [-8.78, 4.88, 0.08]],
  "lowdin_charge": [-0.1498, -0.2596, -0.1735, -0.2350, -0.0407, -0.0607, -0.0216, -0.0768, 0.0864, -0.0491, -0.1105, -0.3309, -0.0742, -0.2122, -0.2025, -0.1025, -0.0003, -0.0583, -0.0790, -0.0824, -0.0285, 0.0111, 0.0428, -0.1975, -0.0064, 0.0289, -0.0211, -0.0527, -0.1334, -0.0046, -0.0406, 0.0323, -0.4490, 0.0540, -0.1127, -0.0829, 0.0763, -0.0421, -0.1452, -0.1574, -0.0206, -0.0606, -0.0513, -0.0828, -0.0399, 0.0264, -0.1624, -0.0366, 0.0715, 0.0839, 0.0756, 0.1121, 0.1010, 0.1158, 0.0947, 0.1072, 0.1140, 0.1227, 0.0907, 0.1428, 0.1249, 0.1455, 0.0921, 0.0873, 0.0936, 0.1284, 0.1308, 0.0706, 0.0772, 0.0814, 0.0789, 0.0818, 0.1178, 0.1325, 0.1284, 0.1131, 0.1181, 0.0950, 0.1117, 0.1287, 0.1210, 0.0926, 0.0847, 0.1003, 0.0982, 0.1008, -0.0703, 0.0446, 0.0468, -0.0741, 0.0358, -0.0064, -0.0660, 0.0355, 0.0072, -0.0856, 0.0002, -0.0153, -0.0727, 0.0497, 0.0396, -0.0539, 0.0547, 0.0526],
  "e_lumo_ev": -1.93,
  "e_above_lowest_kcal_mol": 985.3,
  "gap_ev": 6.39,
  "smiles": "CCCCNc1c(F)cc(C[C@H](C)OCc2ccccc2)c2c1C(=O)c1c(CC(=O)F)c(B(O)OC)cc(Cc3ccccc3)c1C2=O.O.O.O.O.O.O"
}

---

Record 6
{
  "formula": "C4H4N2",
  "method": "ωB97M-V with the def2-TZVPD basis set",
  "species": ["C", "C", "C", "C", "N", "N", "H", "H", "H", "H"],
  "positions_angstrom": [[1.01, 0.20, -0.95], [1.46, -0.98, -0.64], [0.26, 1.30, -0.76], [-1.09, -0.24, 0.72], [-0.60, 1.02, 0.19], [2.04, -2.01, -0.46], [0.49, 2.39, -0.99], [-0.39, -0.47, 1.54], [-1.18, -0.94, -0.01], [-2.01, -0.28, 1.35]],
  "lowdin_charge": [0.0261, -0.2846, -0.1918, -0.1126, 0.0199, 0.1671, 0.1365, 0.1033, 0.0414, 0.0948],
  "e_lumo_ev": [-1.59, -1.84],
  "e_above_lowest_kcal_mol": 125.6,
  "gap_ev": [7.22, 6.99]
}